(1)
Density functional theory data (ωB97M-V with the def2-TZVPD basis set) for a 2-piece molecular cluster, C20H44NOPS overall.

Geometry as XYZ:
```
68
Properties=species:S:1:pos:R:3:nbo_charge:R:1
C 3.49478 -1.34338 -4.58355 -0.25
O 3.19544 0.04081 -4.57910 -0.55
C 2.88763 0.57769 -3.30667 -0.06
C 1.43545 1.05789 -3.25912 -0.43
C 1.11000 2.09159 -2.17220 -0.39
C 0.92697 1.54831 -0.75135 -0.38
C 2.06991 0.70422 -0.17762 -0.43
C 1.69941 -0.78284 -0.19691 -0.37
C 2.83551 -1.76897 0.09767 -0.41
C 3.96982 -1.26081 0.98090 -0.41
C 5.12696 -2.28003 1.05109 -0.42
C 6.53038 -1.70044 1.07728 -0.98
P 6.99056 -1.05633 -0.44566 0.93
S 7.10051 -2.23025 -2.04424 -0.78
H 3.98641 -1.56998 -5.52841 0.19
H 2.58401 -1.95338 -4.50498 0.15
H 4.17779 -1.60777 -3.76960 0.20
H 3.11042 -0.16620 -2.53921 0.18
H 3.55404 1.43142 -3.13086 0.18
H 0.75519 0.20139 -3.17393 0.19
H 1.24689 1.50633 -4.23799 0.22
H 0.17906 2.59496 -2.45449 0.19
H 1.88522 2.86547 -2.17420 0.20
H 0.72909 2.40088 -0.09179 0.19
H 0.01321 0.93543 -0.73334 0.16
H 2.98908 0.87947 -0.73654 0.22
H 2.29506 1.00237 0.84766 0.21
H 1.28343 -1.01427 -1.18518 0.19
H 0.86807 -0.92663 0.51057 0.16
H 2.41955 -2.67177 0.55871 0.19
H 3.27352 -2.10035 -0.84956 0.21
H 4.36208 -0.32333 0.57869 0.20
H 3.59695 -1.04710 1.99151 0.17
H 4.96415 -2.93678 1.91725 0.18
H 5.05443 -2.92978 0.17040 0.21
H 6.66511 -0.90007 1.81821 0.18
H 8.18294 -0.34740 -0.20745 -0.07
H 6.20691 0.06919 -0.89628 -0.16
C -3.10396 -1.69968 -0.40136 -0.62
C -2.93985 -0.18503 -0.33175 -0.41
C -2.45746 0.33162 1.02555 -0.44
C -3.17940 -0.11242 2.28431 -0.21
N -4.52385 0.51085 2.63196 -0.21
C -4.41818 2.00431 2.84961 -0.21
C -4.74620 2.65425 1.51526 -0.42
C -5.74033 1.69183 0.84241 -0.43
C -5.57757 0.34212 1.55166 -0.22
C -4.97513 -0.15727 3.88810 -0.40
H -3.87742 -2.08000 0.27175 0.18
H -3.38158 -2.00769 -1.40833 0.23
H -2.16979 -2.20405 -0.14786 0.23
H -3.85470 0.31294 -0.65889 0.19
H -2.17647 0.11116 -1.05365 0.24
H -2.34773 1.41590 1.00564 0.22
H -1.43741 -0.03992 1.16853 0.26
H -2.55074 0.11418 3.14560 0.22
H -3.35054 -1.18876 2.27802 0.22
H -5.16358 2.26018 3.60124 0.22
H -3.42856 2.23192 3.24011 0.24
H -3.85490 2.77952 0.90740 0.23
H -5.16978 3.64441 1.66815 0.25
H -5.55019 1.61123 -0.22425 0.24
H -6.76491 2.03972 0.95925 0.23
H -5.27577 -0.47733 0.90651 0.24
H -6.49511 0.05423 2.05906 0.22
H -4.22899 0.00349 4.66259 0.23
H -5.08934 -1.22194 3.70062 0.23
H -5.92652 0.27066 4.19305 0.22
```

HOMO level	-4.30	eV
E_LUMO	-1.25	eV
net charge	0

(2)
Density functional theory data (ωB97M-V with the def2-TZVPD basis set) for one molecule with the formula C15H24O.

Geometry as XYZ:
```
40
Properties=species:S:1:pos:R:3:nbo_charge:R:1
C 2.41046 5.26414 -2.43899 -0.61
C 3.06885 4.54596 -1.26523 -0.39
C 2.79827 3.04137 -1.26039 -0.39
C 1.36749 2.69336 -0.84819 -0.39
C 1.00815 1.23215 -1.11957 -0.38
C 1.68466 0.23950 -0.17895 -0.40
C 1.35411 -1.19312 -0.58952 -0.40
C 1.68814 -2.24314 0.46949 -0.38
C 0.80355 -2.14123 1.72411 -0.44
C -0.64950 -1.99527 1.37233 0.05
C -1.33038 -3.01300 0.71470 -0.23
C -2.65168 -2.85905 0.33677 -0.28
C -3.32173 -1.67588 0.61397 0.29
O -4.62189 -1.47372 0.25438 -0.67
C -2.65692 -0.65293 1.28068 -0.26
C -1.33708 -0.82029 1.64951 -0.23
H 2.75708 4.84120 -3.37944 0.20
H 2.65434 6.32311 -2.42409 0.21
H 1.32733 5.16753 -2.40180 0.20
H 2.71915 4.97946 -0.32515 0.19
H 4.14734 4.70840 -1.32448 0.20
H 2.99145 2.64408 -2.26066 0.19
H 3.49608 2.55886 -0.57446 0.20
H 0.67133 3.32274 -1.40491 0.20
H 1.23267 2.91078 0.21405 0.19
H -0.07435 1.10931 -1.02107 0.20
H 1.27298 0.98712 -2.15200 0.19
H 1.33517 0.42788 0.83630 0.19
H 2.76793 0.38087 -0.19126 0.20
H 0.28777 -1.25879 -0.81819 0.20
H 1.90178 -1.43190 -1.50537 0.20
H 2.73456 -2.15017 0.76315 0.20
H 1.55626 -3.22990 0.02158 0.20
H 0.95336 -3.04060 2.32730 0.21
H 1.11742 -1.28590 2.32380 0.20
H -0.82313 -3.93949 0.48937 0.21
H -3.16802 -3.65858 -0.18033 0.20
H -4.95936 -2.25703 -0.19544 0.48
H -3.18485 0.26268 1.49113 0.22
H -0.83088 -0.01350 2.16368 0.21
```

HOMO level	-8.37	eV
E_LUMO	0.86	eV
net charge	0
SMILES	CCCCCCCCCc1ccc(O)cc1

(3)
Density functional theory data (ωB97M-V with the def2-TZVPD basis set) for C5H11BiO4 as an isolated structure at a distorted geometry.

Geometry as XYZ:
```
21
Properties=species:S:1:pos:R:3:nbo_charge:R:1
O 0.76394 -1.21381 0.52530 -0.44
C 0.30257 -0.34170 -0.38434 1.10
O -0.93831 -0.26085 -0.64035 -0.82
O 1.18628 -0.38404 -1.39621 -0.43
C 0.86730 0.31955 -2.58858 -0.27
H -0.01240 -0.10478 -3.08852 0.21
H 0.65955 1.37195 -2.35248 0.18
H 1.74955 0.24151 -3.23018 0.23
C -0.09425 -1.54641 1.62281 -0.09
H -0.35943 -0.63107 2.17366 0.19
H -1.04564 -1.93878 1.23647 0.19
C 0.61913 -2.54864 2.49506 -0.63
H 0.92423 -3.42795 1.91229 0.23
H 1.51125 -2.10408 2.95583 0.23
H -0.05748 -2.87651 3.29503 0.24
Bi -1.92161 1.32018 0.24410 1.47
O 0.01049 1.48658 0.73220 -0.93
C 1.19414 2.21295 0.72446 -0.24
H 1.42075 2.56607 -0.29722 0.18
H 1.16321 3.06908 1.41932 0.20
H 1.98050 1.51706 1.06826 0.20
```

HOMO level (alpha / beta)	-12.22 / -14.78	eV
E_LUMO (alpha / beta)	-4.84 / -5.48	eV
multiplicity	2
net charge	+1
expectation value of S²	0.75

(4)
Density functional theory data (ωB97M-V with the def2-TZVPD basis set) for C23H18BrN4O2Pd as an isolated structure at a distorted geometry.

Geometry as XYZ:
```
49
Properties=species:S:1:pos:R:3:mulliken_charge:R:1
Pd 0.54852 -0.43536 -0.04534 0.05
C 1.42090 2.36980 -2.06512 -1.16
O 0.46541 1.33148 -1.90313 0.30
C -0.78857 1.53836 -2.40878 0.43
C -1.12431 2.56629 -3.25498 -0.45
C -2.44907 2.71737 -3.68185 -0.93
Br -2.86971 4.15543 -4.85810 -0.21
C -3.43510 1.86870 -3.24703 -0.58
C -3.12633 0.81492 -2.37034 0.37
C -1.77776 0.59949 -1.94299 1.00
O -1.45131 -0.38723 -1.20159 -0.72
C -4.14082 -0.06658 -1.88796 0.27
N -3.92333 -1.02084 -0.97108 0.24
C -5.09821 -1.67389 -0.69632 0.53
C -5.39904 -2.71134 0.17247 -0.73
C -6.70571 -3.15909 0.18068 -0.55
C -7.67751 -2.59527 -0.64753 -0.48
C -7.38863 -1.55095 -1.50646 -0.88
C -6.08220 -1.08566 -1.51522 0.41
N -5.44652 -0.08806 -2.22909 -0.03
H 1.03201 3.32277 -1.69567 0.44
H 1.71747 2.47916 -3.11154 0.34
H 2.29060 2.08147 -1.47355 0.26
H -0.38032 3.25416 -3.62216 0.56
H -4.44703 2.02158 -3.58180 0.48
H -2.98195 -1.17532 -0.60215 -0.10
H -4.64389 -3.14122 0.80951 0.45
H -6.98677 -3.96897 0.83441 0.40
H -8.68106 -2.98975 -0.61535 0.40
H -8.14960 -1.13121 -2.14294 0.42
H -5.87866 0.51377 -2.91388 0.24
C 0.94685 -2.62867 -0.11163 -0.56
C 1.56194 -1.98702 -1.21704 0.19
C 2.85226 -1.36327 -1.08356 -0.04
C 3.45885 -0.76142 -2.15761 -0.91
C 2.82944 -0.73676 -3.41275 0.46
C 1.55702 -1.31568 -3.56326 -0.72
C 0.93800 -1.92741 -2.50554 -0.20
C 3.49098 -0.16092 -4.51443 -0.06
N 4.04688 0.28313 -5.41507 -0.45
H 1.55435 -2.88850 0.75353 0.26
H 0.05895 -3.23485 -0.27297 0.28
H 3.38679 -1.44912 -0.14194 0.46
H 4.44831 -0.33920 -2.06129 0.51
H 1.09066 -1.28401 -4.53739 0.50
H -0.02403 -2.40937 -2.63425 0.37
N 0.28126 0.85804 2.72960 -0.18
C 0.28649 0.58530 1.59995 -0.01
H 0.30675 1.15386 3.68113 0.30
```

HOMO level (alpha / beta)	-10.23 / -10.39	eV
E_LUMO (alpha / beta)	-2.81 / -4.77	eV
multiplicity	3
net charge	+1
expectation value of S²	2.04

(5)
Density functional theory data (ωB97M-V with the def2-TZVPD basis set) for C27H36F5N8PReS as an isolated structure at a distorted geometry.

Geometry as XYZ:
```
79
Properties=species:S:1:pos:R:3:mulliken_charge:R:1
Re -0.38147 0.19385 -0.16837 0.45
C 1.90405 4.00554 -0.56074 -1.99
C 1.37665 2.62820 -0.43251 0.68
N 0.45964 2.22812 0.38780 0.15
C -0.24338 3.13857 1.26725 -1.22
C -1.03465 2.34828 2.30783 -0.82
N -1.86843 1.35187 1.64500 -0.20
C -2.51432 0.41036 2.55102 -0.64
C -3.12266 -0.76009 1.75243 -0.69
N -2.46711 -0.90413 0.43347 -0.33
C -2.31782 -2.30900 0.01778 -1.07
C -1.61293 -2.41194 -1.33824 -0.91
N -0.48105 -1.50712 -1.38970 0.68
C 0.46352 -1.61511 -2.28123 0.95
C 0.59800 -2.71109 -3.26346 -1.89
C 1.42770 -0.50024 -2.31032 0.80
C 2.45386 -0.33985 -3.24511 -1.07
C 3.21208 0.82263 -3.22111 -1.14
C 2.92041 1.81804 -2.29749 -0.78
C 1.88135 1.61452 -1.38698 0.97
N 1.19533 0.46065 -1.39231 0.74
H 1.32633 4.74053 -0.01197 0.57
H 1.91190 4.29465 -1.61223 0.47
H 2.94074 4.05337 -0.21800 0.38
H -0.93503 3.74341 0.66470 0.50
H 0.44436 3.81978 1.77732 0.61
H -1.62921 3.03568 2.91952 0.46
H -0.33628 1.82222 2.95996 0.09
H -2.58167 1.82512 1.08570 0.28
H -3.29374 0.89258 3.15518 0.50
H -1.75001 0.04071 3.23868 0.24
H -4.19746 -0.60111 1.62676 0.40
H -2.99612 -1.68175 2.32371 0.40
H -3.06883 -0.44812 -0.25484 0.24
H -3.28519 -2.81823 -0.05529 0.52
H -1.72068 -2.81804 0.77882 0.31
H -2.30459 -2.13323 -2.14073 0.39
H -1.33530 -3.45596 -1.50196 0.66
H -0.01702 -3.57734 -3.03838 0.50
H 1.63815 -3.02319 -3.33257 0.53
H 0.31737 -2.37203 -4.26326 0.36
H 2.66822 -1.09359 -3.98416 0.59
H 4.00422 0.96882 -3.94077 0.49
H 3.47419 2.74300 -2.31447 0.65
C 2.93006 -3.42517 2.43787 -0.76
N 1.81828 -2.97229 3.37805 0.19
C 2.39954 -1.91949 4.31589 -0.85
N 2.95829 -0.86715 3.55467 0.26
C 4.03158 -1.33951 2.70132 -0.85
N 3.47828 -2.30606 1.76837 0.29
C 2.62763 -1.71298 0.77521 -1.51
P 1.10173 -0.94588 1.55169 1.91
C 0.65941 -2.44559 2.61975 -1.42
C 2.01888 -0.00583 2.90677 -1.40
H 2.51797 -4.14711 1.72644 0.37
H 3.70457 -3.91873 3.03263 0.36
H 1.51505 -3.77843 3.93684 0.37
H 3.17674 -2.39377 4.92351 0.37
H 1.60507 -1.55725 4.97383 0.38
H 4.81011 -1.80877 3.30699 0.31
H 4.47882 -0.50731 2.15761 0.36
H 2.32968 -2.47059 0.04426 0.44
H 3.18965 -0.93647 0.24972 0.42
H 0.27865 -3.24247 1.97255 0.49
H -0.13242 -2.17141 3.32444 0.49
H 1.31321 0.37933 3.64761 0.42
H 2.54972 0.84027 2.46283 0.47
F -5.90516 2.77569 -5.33886 -0.18
C -4.94995 2.55095 -4.48889 0.60
C -4.60170 1.22075 -4.15418 -0.19
F -5.25010 0.21429 -4.68846 -0.22
C -3.57235 0.99480 -3.25605 -0.69
F -3.22214 -0.24964 -2.89381 -0.08
C -2.84944 2.05152 -2.68613 0.87
S -1.48986 1.94924 -1.64413 0.09
C -3.22282 3.37272 -3.02432 0.13
F -2.54531 4.35882 -2.45916 -0.22
C -4.26553 3.63145 -3.89865 0.18
F -4.60923 4.86277 -4.17296 -0.20
```

HOMO level (alpha / beta)	-18.87 / -19.11	eV
E_LUMO (alpha / beta)	-11.93 / -13.31	eV
multiplicity	2
net charge	+4
expectation value of S²	0.79

(6)
Density functional theory data (ωB97M-V with the def2-TZVPD basis set) for C3H3FO2Ru as an isolated structure at a distorted geometry.

Geometry as XYZ:
```
10
Properties=species:S:1:pos:R:3:nbo_charge:R:1
H 1.61472 -0.33382 0.81682 0.27
F -0.18128 -0.66875 -1.93515 -0.27
O -1.14347 -0.46510 0.08387 -0.39
O 0.22684 1.12716 0.53894 -0.36
C 0.04831 -0.86186 -0.61222 0.42
C 1.07234 0.10474 -0.05015 -0.16
C -0.95995 0.65575 0.73476 0.37
H 0.22572 -1.92507 -0.42993 0.24
H 1.69624 0.56514 -0.82140 0.30
Ru -2.59947 1.80180 1.67446 1.58
```

HOMO level (alpha / beta)	-18.79 / -21.55	eV
E_LUMO (alpha / beta)	-10.71 / -15.18	eV
multiplicity	7
net charge	+2
expectation value of S²	12.00